Entry 1:
{
  "formula": "C3H6N2O2",
  "method": "the ωB97M-V functional and the def2-TZVPD basis",
  "species": ["N", "C", "N", "C", "C", "O", "O", "H", "H", "H", "H", "H", "H"],
  "positions_angstrom": [[2.18407, -0.52310, -0.03394], [1.41299, 0.62540, -0.14076], [0.15963, 0.90386, 0.00491], [-0.66792, -0.35220, 0.31393], [-2.22071, -0.02570, -0.01495], [-2.89786, -1.07351, -0.22494], [-2.53545, 1.26212, -0.08165], [3.17686, -0.41738, -0.07561], [1.94726, -1.38380, -0.52219], [2.25924, 1.40222, -0.46241], [-0.66526, -1.06157, -0.36570], [-0.52131, -0.87343, 1.31223], [-1.63154, 1.51710, 0.29107]],
  "forces_ev_per_angstrom": [[-1.19, -1.41, -0.12], [2.19, 2.26, -1.00], [1.25, -3.01, 0.48], [-1.68, 4.21, 2.74], [-0.49, -5.00, 0.29], [1.40, 4.50, 0.51], [1.53, -1.07, 0.99], [0.22, 0.57, -0.12], [-0.62, 0.19, 0.55], [-2.67, -0.40, 1.03], [1.35, -3.55, -3.52], [-0.16, 1.17, -0.93], [-1.14, 1.53, -0.90]],
  "lowdin_charge": [0.065, -0.297, 0.035, -0.103, -0.461, 0.027, 0.116, 0.073, 0.100, 0.149, 0.040, 0.149, 0.107],
  "de_lowest_kj_mol": 293.1,
  "lumo_ev": 0.5,
  "smiles": "N/C=N\\CC(=O)O",
  "homo_ev": -9.95,
  "total_energy_ha": -377.8477,
  "charge": 0,
  "gap_ev": 10.5
}



Entry 2:
{
  "formula": "C9H11NO2",
  "method": "the ωB97M-V functional and the def2-TZVPD basis",
  "species": ["C", "C", "C", "C", "C", "N", "H", "H", "H", "H", "H", "H", "H", "H", "H", "O", "C", "C", "C", "C", "O", "H", "H"],
  "positions_angstrom": [[0.07150, -0.76525, 0.27529], [1.61887, -0.80028, 0.36707], [2.40743, -1.40116, -0.76736], [3.36379, -0.57402, -1.13757], [3.32666, 0.71010, -0.35069], [2.09716, 0.59451, 0.42971], [-0.28897, -0.06051, 1.03237], [-0.25896, -0.37838, -0.69086], [-0.40026, -1.76048, 0.43955], [1.87318, -1.35033, 1.30250], [2.26095, -2.42803, -1.13444], [4.13633, -0.73997, -1.87214], [3.27141, 1.57848, -1.03631], [4.23806, 0.78832, 0.26102], [2.18025, 0.94019, 1.37883], [-5.46302, 2.04672, 2.19487], [-4.35530, 1.56441, 1.93828], [-3.94138, 0.92583, 0.72122], [-3.60210, 0.41418, -0.32714], [-3.11503, -0.13767, -1.56120], [-2.51931, 0.41905, -2.46386], [-3.54953, 1.63335, 2.68325], [-3.35173, -1.21906, -1.68238]],
  "forces_ev_per_angstrom": [[0.15, -0.56, -0.07], [-0.83, 0.05, 0.82], [-0.31, -0.56, 0.13], [0.30, 0.45, -0.03], [0.02, 0.16, -0.42], [0.13, -0.23, -0.11], [-0.01, -0.24, -0.01], [0.16, -0.02, -0.04], [0.35, 0.57, -0.04], [-0.08, 0.12, -0.33], [-0.03, 0.65, 0.17], [-0.04, -0.15, -0.15], [0.21, -0.23, 0.37], [-0.08, 0.15, -0.05], [0.05, -0.14, -0.22], [2.10, -1.19, -0.98], [-1.71, 1.28, 1.36], [-0.28, -0.66, -1.48], [0.08, 1.33, 1.15], [0.37, -1.08, -1.66], [-0.61, 0.09, 1.33], [0.03, -0.05, 0.05], [0.03, 0.26, 0.23]],
  "lowdin_charge": [-0.069, -0.397, -0.063, -0.089, -0.220, -0.037, 0.065, 0.062, 0.080, 0.136, 0.115, 0.099, 0.110, 0.111, 0.110, 0.055, -0.253, 0.076, 0.078, -0.283, 0.067, 0.121, 0.128],
  "de_lowest_kj_mol": 471.1,
  "lumo_ev": -0.7,
  "smiles": "C[C@H]1C=CCN1.O=CC#CC=O",
  "homo_ev": -8.55,
  "total_energy_ha": -554.6319,
  "charge": 0,
  "gap_ev": 7.8
}



Entry 3:
{
  "formula": "C4H5IN2S",
  "method": "the ωB97M-V functional and the def2-TZVPD basis",
  "species": ["C", "C", "C", "C", "N", "N", "S", "I", "H", "H", "H", "H", "H"],
  "positions_angstrom": [[-0.26965, 1.96959, -0.49262], [-0.30589, -1.09604, 0.09640], [-0.65760, -0.30991, 1.34487], [0.93670, -0.01354, -0.94056], [0.55136, 1.33819, -1.10155], [-0.81581, -2.19754, -0.18480], [-1.37789, 1.26261, 0.78649], [2.71064, -0.10925, 0.22671], [-0.37075, 3.02419, -0.59121], [-1.14933, -0.99714, 2.05804], [0.24839, 0.25388, 1.83731], [1.13686, -0.52716, -1.94642], [-0.63703, -2.59789, -1.09266]],
  "forces_ev_per_angstrom": [[-2.75, -0.62, 3.53], [1.89, 2.42, -1.24], [3.23, 0.71, -0.07], [-2.35, -2.46, 0.37], [3.76, -1.91, -2.84], [-0.18, 0.27, 0.45], [-1.80, 1.22, -0.28], [0.24, -0.03, -0.12], [-0.51, 0.78, -0.19], [-0.45, 1.08, -0.26], [-1.13, -2.33, -0.64], [-0.36, 0.79, 1.60], [0.42, 0.06, -0.31]],
  "lowdin_charge": [-0.460, -0.403, -0.484, -0.682, -0.126, 0.131, 0.852, 0.828, 0.069, 0.094, 0.046, 0.080, 0.056],
  "de_lowest_kj_mol": 205.6,
  "lumo_ev": 0.0,
  "homo_ev": -8.65,
  "total_energy_ha": -960.7058,
  "charge": 0,
  "gap_ev": 8.7
}



Entry 4:
{
  "formula": "C34H64Br26F9NO3PS",
  "method": "the ωB97M-V functional and the def2-TZVPD basis",
  "species": ["C", "C", "P", "C", "C", "C", "F", "F", "C", "F", "F", "S", "F", "F", "F", "F", "F", "O", "C", "C", "O", "N", "O", "H", "H", "H", "H", "H", "H", "H", "H", "H", "H", "H", "H", "Br", "C", "C", "Br", "H", "H", "H", "H", "Br", "C", "C", "Br", "H", "H", "H", "H", "Br", "C", "C", "Br", "H", "H", "H", "H", "Br", "C", "C", "Br", "H", "H", "H", "H", "Br", "C", "C", "Br", "H", "H", "H", "H", "Br", "C", "C", "Br", "H", "H", "H", "H", "Br", "C", "C", "Br", "H", "H", "H", "H", "Br", "C", "C", "Br", "H", "H", "H", "H", "Br", "C", "C", "Br", "H", "H", "H", "H", "Br", "C", "C", "Br", "H", "H", "H", "H", "Br", "C", "C", "Br", "H", "H", "H", "H", "Br", "C", "C", "Br", "H", "H", "H", "H", "Br", "C", "C", "Br", "H", "H", "H", "H"],
  "positions_angstrom": [[4.98391, 6.17001, -4.12745], [3.93682, 5.52798, -3.58188], [4.10208, 3.80896, -3.06880], [5.86278, 3.33120, -3.20931], [6.23377, 2.23219, -2.16892], [7.44916, 2.52986, -1.29776], [8.50281, 1.95203, -1.93682], [7.78294, 3.82382, -1.26819], [7.45937, 1.86695, 0.11194], [7.32531, 0.54760, -0.06855], [8.63686, 2.01644, 0.64750], [6.12173, 2.39699, 1.30125], [5.61193, 3.59196, 0.38592], [7.15763, 3.38726, 2.00116], [6.61691, 1.26491, 2.30235], [5.05718, 1.38008, 0.73827], [5.07382, 2.83792, 2.38560], [3.15748, 2.93110, -3.99592], [3.51678, 1.52738, -4.11650], [2.47718, 0.82296, -5.00554], [3.58459, 3.74716, -1.53967], [2.64031, 4.81498, -1.14517], [1.82150, 4.35700, -0.50726], [5.48715, 5.76334, -5.00777], [5.35963, 7.07992, -3.66573], [2.97751, 6.00626, -3.39626], [5.92711, 2.88598, -4.20848], [6.50936, 4.20796, -3.22886], [6.46384, 1.31473, -2.73205], [5.33220, 1.98802, -1.60107], [4.48326, 1.37211, -4.60805], [3.56671, 0.99648, -3.15853], [2.96308, 0.07848, -5.64003], [1.71144, 0.31908, -4.41726], [2.04420, 1.56263, -5.68391], [-2.07143, 1.92690, -0.09981], [-1.10945, 3.51861, 0.46357], [-1.84908, 4.25308, 1.55081], [-3.35786, 5.25150, 0.83446], [-0.94886, 4.12124, -0.42568], [-0.15133, 3.15563, 0.83058], [-1.20655, 5.00005, 2.01386], [-2.24347, 3.59107, 2.31725], [-4.33385, 1.84894, 4.06467], [-5.73254, 1.74178, 2.71166], [-6.09089, 0.31426, 2.39536], [-4.73942, -0.51954, 1.26475], [-5.37343, 2.29151, 1.84567], [-6.58675, 2.26207, 3.14148], [-7.01285, 0.27218, 1.81810], [-6.19279, -0.30992, 3.27759], [8.46070, 4.87341, -6.04020], [9.39229, 6.51421, -5.54604], [8.55307, 7.35512, -4.62482], [7.13846, 8.28116, -5.59232], [9.65252, 7.02228, -6.46929], [10.30152, 6.18758, -5.04555], [9.14854, 8.14393, -4.16988], [8.07389, 6.77098, -3.84323], [-2.69295, -3.35032, -2.11411], [-2.94590, -3.52379, -0.19082], [-2.81694, -4.95358, 0.25504], [-4.41453, -5.98027, -0.18448], [-3.91508, -3.09039, 0.03944], [-2.16287, -2.91338, 0.25578], [-2.73248, -5.01057, 1.33916], [-1.97654, -5.46906, -0.19753], [-6.00659, -3.48644, -3.98906], [-6.57690, -1.66850, -4.37900], [-5.48808, -0.68054, -4.05534], [-5.34850, -0.38354, -2.13599], [-7.49013, -1.49357, -3.81824], [-6.80157, -1.65904, -5.44397], [-5.71633, 0.29541, -4.48050], [-4.50872, -1.00230, -4.39754], [6.02450, 9.03352, 4.11866], [6.08891, 7.11321, 4.42419], [6.22833, 6.35492, 3.13203], [4.53800, 6.28406, 2.16325], [5.19162, 6.85040, 4.97602], [6.96078, 6.95261, 5.05508], [6.49013, 5.31727, 3.32379], [6.95948, 6.79172, 2.45877], [0.51626, -6.40720, 1.18914], [-0.05668, -7.85138, 2.36914], [-1.55526, -7.90283, 2.49121], [-2.22196, -6.50241, 3.66502], [0.44326, -7.69834, 3.32100], [0.31846, -8.76183, 1.90832], [-1.86698, -8.83575, 2.95677], [-2.06817, -7.78781, 1.53972], [7.65975, -1.71088, -3.15567], [8.27951, -2.49775, -1.48224], [8.64989, -3.94506, -1.66080], [7.06900, -5.07418, -1.76774], [7.49120, -2.34610, -0.75135], [9.15097, -1.91097, -1.19772], [9.20182, -4.30554, -0.79521], [9.23020, -4.12732, -2.56007], [1.44150, -10.20255, 5.33992], [2.36477, -8.58836, 5.91414], [1.61629, -7.86617, 7.00263], [0.09124, -6.90664, 6.26925], [2.50696, -7.97921, 5.02614], [3.33308, -8.92953, 6.27594], [2.24874, -7.10538, 7.45634], [1.23591, -8.52520, 7.77694], [-8.82259, -2.38294, 2.24166], [-10.40763, -1.69325, 3.12918], [-10.30241, -0.20251, 3.31204], [-9.10633, 0.25219, 4.78061], [-10.51616, -2.23308, 4.06473], [-11.23875, -1.94481, 2.47238], [-11.26628, 0.22076, 3.59050], [-9.92742, 0.30847, 2.42790], [3.53377, -11.40777, 0.63264], [2.92769, -9.58933, 0.29882], [3.97625, -8.57927, 0.67715], [4.07546, -8.33605, 2.60698], [2.00013, -9.46149, 0.84566], [2.72544, -9.54684, -0.76960], [3.72223, -7.59790, 0.28033], [4.97168, -8.85659, 0.34421], [-11.08107, 0.76286, -1.46998], [-11.69980, -0.66749, -0.30610], [-13.19518, -0.64456, -0.14388], [-13.75278, 0.77101, 1.07354], [-11.16985, -0.55757, 0.63421], [-11.38010, -1.58709, -0.79275], [-13.54501, -1.56817, 0.31370], [-13.72222, -0.48424, -1.07917], [-10.98798, 6.50875, 0.59521], [-11.44959, 4.66893, 0.15632], [-10.90953, 3.70578, 1.17697], [-8.99548, 3.42179, 0.94921], [-11.07493, 4.47956, -0.84484], [-12.53745, 4.64162, 0.14599], [-11.36087, 2.72336, 1.04783], [-11.05847, 4.03933, 2.19971]],
  "forces_ev_per_angstrom": [[0.17, -0.09, 0.19], [-0.63, -1.16, 0.01], [-0.43, 1.67, -1.49], [-0.56, -0.81, 0.22], [-0.81, -0.27, -0.53], [0.29, -0.63, -1.07], [0.34, -0.37, 0.06], [-0.44, 0.73, 0.69], [-0.29, -0.53, -1.06], [-0.67, -0.34, -0.37], [0.89, 0.78, 0.68], [0.31, 0.26, 2.77], [0.07, -0.50, -0.44], [0.03, 0.32, -0.44], [0.13, -0.15, -0.23], [-0.04, 0.31, -0.89], [-0.34, 0.03, -0.09], [1.21, -0.37, 0.99], [-0.61, -1.93, -0.89], [0.24, 0.30, 0.04], [1.80, -1.49, -1.92], [-1.55, 1.03, 0.77], [0.13, 0.25, 0.16], [1.12, -0.49, 1.02], [-0.93, 0.89, -1.21], [0.57, 0.45, 1.40], [0.03, 0.22, 0.02], [-0.21, 0.01, 0.31], [0.11, 0.24, 0.39], [0.39, 0.03, 0.36], [0.02, 0.70, 0.14], [-0.08, 0.57, 0.16], [0.02, 0.01, 0.20], [-0.10, 0.23, -0.11], [-0.14, -0.13, 0.15], [-0.02, 0.05, -0.09], [0.02, -0.35, 0.07], [-0.04, 0.30, -0.03], [-0.01, -0.11, 0.04], [-0.08, 0.09, 0.06], [-0.03, 0.04, 0.10], [0.03, -0.03, -0.02], [0.02, -0.05, -0.06], [0.06, 0.03, -0.10], [-0.07, 0.07, 0.19], [0.01, 0.03, -0.20], [-0.01, -0.06, 0.18], [0.00, -0.06, -0.02], [-0.02, -0.07, -0.01], [0.01, 0.04, 0.01], [0.00, 0.06, 0.01], [-0.03, 0.03, -0.03], [0.06, -0.25, 0.12], [-0.07, 0.33, -0.09], [0.11, 0.05, -0.05], [-0.07, 0.01, 0.02], [-0.03, 0.01, 0.03], [0.04, -0.04, -0.02], [0.07, -0.03, 0.00], [0.04, -0.01, 0.01], [0.21, 0.13, -0.13], [-0.27, -0.05, 0.15], [0.09, -0.05, -0.03], [-0.01, -0.08, -0.01], [0.00, -0.05, 0.04], [0.01, 0.06, -0.05], [-0.01, 0.07, -0.04], [-0.14, 0.00, 0.03], [0.10, -0.25, -0.20], [-0.10, 0.29, 0.20], [0.04, -0.03, -0.10], [0.06, 0.06, 0.04], [0.03, 0.05, 0.01], [-0.04, -0.04, -0.03], [-0.05, -0.08, 0.00], [-0.07, -0.06, 0.01], [0.15, 0.30, 0.02], [-0.08, -0.25, 0.05], [-0.01, 0.11, -0.08], [0.01, -0.05, -0.06], [0.00, -0.06, -0.05], [-0.02, 0.02, 0.05], [-0.03, 0.06, 0.05], [0.11, -0.02, 0.07], [0.07, -0.02, -0.17], [-0.10, -0.01, 0.23], [-0.17, 0.08, -0.16], [-0.06, 0.01, 0.00], [-0.07, -0.03, 0.04], [0.08, -0.01, 0.00], [0.05, 0.00, 0.00], [-0.11, 0.06, 0.03], [0.18, 0.20, -0.06], [-0.18, -0.22, 0.15], [0.04, 0.03, -0.07], [-0.01, -0.09, -0.02], [0.01, -0.04, -0.03], [0.00, 0.08, 0.01], [-0.01, 0.07, 0.01], [-0.04, 0.10, -0.08], [0.10, -0.29, 0.10], [-0.05, 0.31, -0.03], [0.07, -0.13, 0.08], [-0.03, 0.05, 0.06], [-0.02, 0.03, 0.03], [0.04, -0.04, -0.03], [0.04, -0.07, -0.07], [0.04, -0.10, -0.01], [0.09, -0.03, -0.25], [-0.16, 0.15, 0.32], [0.05, 0.03, -0.14], [0.02, 0.07, 0.02], [-0.03, 0.05, 0.05], [-0.01, -0.05, -0.04], [0.02, -0.03, 0.01], [-0.07, 0.04, 0.07], [0.15, -0.26, -0.19], [-0.11, 0.28, 0.11], [0.06, -0.04, -0.05], [0.06, 0.06, 0.01], [0.02, 0.07, 0.02], [-0.07, -0.04, 0.00], [-0.04, -0.07, 0.01], [0.03, 0.05, 0.10], [0.09, -0.03, -0.35], [-0.07, -0.03, 0.26], [0.00, 0.01, -0.04], [-0.03, 0.00, -0.01], [-0.04, -0.01, 0.04], [0.04, 0.00, -0.01], [0.06, 0.02, -0.01], [0.04, -0.04, -0.07], [-0.14, 0.23, 0.10], [0.09, -0.28, -0.05], [0.03, -0.01, 0.09], [0.03, -0.06, 0.05], [0.02, -0.07, 0.03], [-0.03, 0.04, -0.08], [0.00, 0.08, -0.05]],
  "lowdin_charge": [-0.027, -0.191, 0.859, -0.163, -0.094, -0.464, 0.114, 0.138, -0.481, 0.128, 0.186, 0.764, -0.164, -0.138, -0.116, -0.111, -0.122, -0.193, -0.251, -0.042, -0.218, 0.048, 0.175, 0.053, 0.058, 0.091, 0.102, 0.083, 0.111, 0.092, 0.112, 0.127, 0.086, 0.084, 0.088, 0.617, -0.730, -0.689, 0.615, 0.034, 0.040, 0.057, 0.020, 0.615, -0.693, -0.702, 0.594, 0.044, 0.039, 0.033, 0.032, 0.614, -0.669, -0.675, 0.669, 0.058, 0.064, 0.065, 0.038, 0.576, -0.692, -0.727, 0.610, 0.005, 0.060, -0.008, 0.005, 0.596, -0.694, -0.689, 0.575, 0.048, 0.056, 0.055, 0.046, 0.619, -0.693, -0.684, 0.617, 0.053, 0.062, 0.038, 0.055, 0.640, -0.680, -0.648, 0.621, 0.002, 0.040, 0.066, 0.042, 0.607, -0.695, -0.694, 0.611, 0.046, 0.061, 0.062, 0.053, 0.609, -0.715, -0.679, 0.617, -0.010, 0.061, 0.059, 0.052, 0.649, -0.687, -0.710, 0.648, 0.055, 0.044, 0.052, 0.029, 0.622, -0.700, -0.685, 0.634, 0.015, 0.063, 0.046, 0.051, 0.638, -0.690, -0.673, 0.629, 0.008, 0.066, 0.060, 0.053, 0.612, -0.700, -0.707, 0.597, 0.048, 0.060, -0.011, 0.055],
  "lumo_ev": -4.2,
  "homo_ev": -10.66,
  "total_energy_ha": -70176.6871,
  "charge": 1,
  "gap_ev": 6.4
}